(1)
A molecular structure, C2H9BDyN2O4S, computed with wB97M-V/def2-TZVPD.

The expectation value of S² is 9.776. Its multiplicity is 6. For the gap between HOMO and LUMO (spin up / spin down), the calculation gives 5.832 / 5.823 eV. The value obtained for the HOMO energy (spin up / spin down) is -19.72 / -19.71 eV. The net charge is +3.

```
20
Properties=species:S:1:pos:R:3:forces:R:3
C 0.522 1.672 1.578 2.128 0.674 1.092
N -0.544 0.736 2.123 0.518 0.476 -5.553
C -1.871 0.892 1.412 -2.688 -0.748 0.752
O -2.290 -0.475 0.968 2.058 1.865 -0.716
S -2.043 -0.547 -0.752 -3.734 -4.607 -1.531
O -2.308 -2.008 -1.217 2.073 5.887 2.386
O -0.421 -0.073 -0.974 2.153 -3.694 -0.191
B 0.484 -1.224 -1.157 -0.577 -1.753 2.364
N 1.483 -1.129 -2.332 1.179 2.227 -0.671
O 0.564 -2.429 -0.308 1.554 4.304 -1.085
H 1.542 1.052 1.589 -2.270 1.435 -0.015
H 0.277 2.080 0.486 0.174 -0.927 2.592
H 0.726 2.588 2.316 -0.690 -1.801 -1.539
H -0.212 -0.236 1.855 -0.687 0.534 1.808
H -2.718 1.263 2.144 1.754 -0.638 -1.203
H -1.854 1.610 0.487 0.376 -0.988 1.912
H 1.079 -0.452 -3.041 0.072 -0.668 0.850
H 2.383 -0.669 -2.005 -2.903 -0.984 1.632
H 1.476 -2.464 0.150 -1.923 -0.498 -1.056
Dy 3.722 -0.186 -3.322 1.432 -0.096 -1.826
```
Forces are in eV/Å.

Mulliken atomic charge list, values in e, 8 entries: -0.59 0.18 -0.47 -0.33 0.73 -0.41 -0.23 0.00

=====

(2)
A molecular structure, C44H124BeNO19, computed with wB97M-V/def2-TZVPD.

The expectation value of S² is 0.757. Its multiplicity is 2. For the gap between HOMO and LUMO (spin up / spin down), the calculation gives 2.534 / 2.433 eV. The value obtained for the HOMO energy (spin up / spin down) is -12.88 / -12.88 eV. The net charge is +2.

```
189
Properties=species:S:1:pos:R:3:forces:R:3
Be -7.126 19.706 -0.544 0.462 -3.287 -1.841
C -4.428 16.356 -0.292 -1.593 0.255 -0.288
C -5.391 15.371 -0.990 0.136 -2.650 0.150
C -5.428 14.077 -0.046 -1.440 -0.347 -0.125
C -6.693 13.123 -0.201 1.160 1.050 0.141
C -7.999 13.897 -0.224 0.229 -0.111 -0.670
C -8.009 15.145 -1.207 -1.446 -1.034 0.464
N -6.801 15.939 -1.107 2.460 4.095 -0.937
O -6.793 17.313 -1.558 -0.393 -3.634 1.706
C -9.211 16.028 -0.874 0.118 -0.035 -0.102
C -8.096 14.574 -2.651 0.757 -0.050 0.464
C -4.816 14.861 -2.388 0.036 0.768 0.359
H -4.239 17.244 -0.895 0.416 -0.257 -0.114
H -3.538 15.839 0.066 0.003 0.115 -0.325
H -4.976 16.723 0.577 0.376 -0.051 0.368
H -5.362 14.407 0.991 -0.405 0.192 0.206
H -4.526 13.473 -0.143 0.161 0.210 -0.485
H -6.702 12.384 0.600 0.084 0.203 0.310
H -6.696 12.481 -1.082 0.625 0.251 -0.375
H -8.404 14.085 0.770 0.214 0.568 0.063
H -8.667 13.151 -0.655 -0.634 0.450 -0.110
H -9.297 16.836 -1.600 -0.194 0.000 0.101
H -9.135 16.428 0.137 0.145 0.183 0.029
H -10.116 15.421 -0.875 0.028 -0.046 -0.241
H -7.377 13.756 -2.695 0.105 0.065 -0.347
H -7.803 15.350 -3.358 -0.347 -0.141 -0.202
H -9.060 14.110 -2.864 -0.151 0.438 0.102
H -5.481 14.826 -3.251 -0.216 0.473 0.230
H -4.400 13.854 -2.371 -0.056 -0.027 0.591
H -3.976 15.527 -2.584 0.029 -0.105 -0.430
C -1.883 18.820 -1.772 0.464 -0.877 0.779
C -1.395 19.987 -2.600 -0.626 -0.306 -0.837
O -0.829 19.507 -3.814 0.012 -0.237 -0.049
H -1.070 18.110 -1.621 0.381 0.241 0.348
H -2.626 18.130 -2.172 -0.363 0.555 -0.902
H -2.282 19.095 -0.795 0.267 0.288 0.169
H -0.644 20.614 -2.119 -0.153 -0.179 0.397
H -2.250 20.611 -2.862 -0.094 0.455 0.111
H -1.317 19.876 -4.554 0.137 -0.019 -0.085
C -3.168 12.868 3.101 -0.542 -1.287 -0.600
C -2.956 11.497 2.443 -0.658 -0.061 0.584
O -2.900 11.478 1.018 -0.103 0.022 0.932
H -2.467 13.623 2.744 -0.043 0.053 0.239
H -3.057 12.610 4.154 0.041 0.753 0.196
H -4.213 13.103 2.898 0.007 0.717 0.091
H -3.803 10.869 2.719 -0.221 0.089 -0.144
H -2.161 11.040 3.031 0.843 -0.316 -0.983
H -2.039 11.821 0.769 0.570 -0.001 -0.328
C -7.622 15.863 4.743 0.344 -1.705 -0.368
C -6.748 15.546 3.527 0.025 1.302 0.974
O -5.922 16.689 3.472 1.244 1.727 -1.252
H -8.169 16.800 4.641 -0.259 -0.336 -0.382
H -6.948 16.019 5.586 -0.109 -0.286 0.176
H -8.222 14.966 4.891 -0.585 0.381 0.599
H -7.294 15.509 2.585 -0.053 -0.500 0.023
H -5.948 14.814 3.642 -1.250 -1.414 -0.013
H -5.254 16.476 4.128 0.398 0.852 -0.060
C -2.728 15.085 -6.368 0.951 0.322 -0.582
C -1.608 16.007 -5.858 -0.771 -1.290 -0.139
O -1.940 16.345 -4.519 -0.163 0.487 0.431
H -2.363 14.748 -7.338 -0.426 -0.005 -0.290
H -3.669 15.623 -6.483 -0.001 -0.070 -0.043
H -2.868 14.172 -5.791 0.092 0.222 0.374
H -1.505 16.874 -6.510 -0.110 0.202 0.112
H -0.661 15.468 -5.870 0.094 -0.034 -0.011
H -1.164 16.746 -4.121 0.029 0.309 0.185
C -11.405 17.780 -4.104 -1.077 -0.318 -0.588
C -12.293 18.680 -3.207 0.334 -1.463 -1.761
O -11.505 19.026 -2.113 0.279 0.476 1.215
H -10.445 18.197 -4.408 -0.065 0.334 0.143
H -11.925 17.489 -5.016 -0.122 0.520 -0.326
H -11.225 16.778 -3.712 0.160 0.189 0.801
H -13.168 18.111 -2.894 -0.005 -0.221 0.080
H -12.707 19.550 -3.716 0.368 0.172 -0.236
H -12.116 18.981 -1.374 0.459 0.397 0.592
C -1.178 13.903 -2.180 1.134 -1.186 -1.367
C -1.034 12.511 -1.472 -1.361 2.912 -0.888
O -0.736 12.886 -0.145 0.708 -1.570 1.472
H -1.294 13.726 -3.250 -0.424 0.220 -0.155
H -0.260 14.487 -2.114 0.186 -0.137 0.291
H -1.976 14.556 -1.828 -0.282 -0.448 0.227
H -0.298 11.830 -1.901 0.408 0.498 0.354
H -1.995 12.021 -1.630 -0.179 -0.302 0.574
H -1.321 13.562 0.206 -0.138 0.143 -0.544
C -4.960 10.574 -4.976 -0.988 -1.009 -1.472
C -5.054 11.497 -3.820 -0.608 0.972 -0.996
O -3.989 11.220 -3.018 1.859 -0.352 2.494
H -4.940 9.508 -4.746 0.226 0.056 0.686
H -4.069 10.770 -5.573 -0.027 0.145 0.061
H -5.834 10.613 -5.627 -0.008 0.511 -0.255
H -5.989 11.526 -3.262 -0.279 -0.471 -0.152
H -4.888 12.518 -4.165 -0.399 0.367 -0.469
H -4.301 11.092 -2.120 0.252 -0.216 0.174
O -7.007 18.069 1.295 -0.921 1.670 -2.097
H -6.635 17.810 2.137 0.817 0.153 1.518
H -6.778 17.354 0.701 0.002 -0.363 -0.545
O -4.784 17.228 -4.453 -0.781 0.869 0.206
H -3.863 16.970 -4.419 1.026 -0.296 -0.219
H -5.156 16.902 -3.634 -0.211 -0.235 0.140
O -5.133 19.894 -2.237 -1.307 0.351 1.107
H -4.424 20.537 -2.264 0.250 0.456 0.171
H -4.808 19.155 -2.750 -0.078 -0.843 -0.380
O -8.397 19.565 -2.683 0.862 0.455 1.576
H -9.350 19.569 -2.772 -1.017 -0.021 0.520
H -8.076 19.359 -3.561 0.710 -0.109 -0.263
C -8.462 16.592 -6.160 -0.663 -0.714 0.329
C -7.405 16.469 -7.238 -0.079 -0.909 -0.309
C -8.004 16.574 -8.667 1.026 0.670 0.824
O -6.358 17.372 -7.028 0.310 1.378 -0.959
H -8.053 16.795 -5.170 0.403 0.068 0.091
H -8.940 15.617 -6.065 -0.265 -0.084 0.042
H -9.270 17.308 -6.306 0.196 0.238 -0.465
H -6.935 15.487 -7.174 -0.264 -0.513 0.219
H -7.251 16.404 -9.437 0.205 0.015 0.191
H -8.306 17.618 -8.746 -0.547 -0.117 -0.384
H -8.786 15.839 -8.855 -0.220 0.295 0.316
H -6.101 17.438 -6.105 0.030 -0.361 0.146
C -7.131 11.126 4.214 -0.531 -1.078 1.296
C -8.098 11.558 5.402 -0.244 -0.541 -3.361
C -9.369 11.972 4.707 -1.250 1.288 -0.200
O -8.401 10.436 6.199 1.181 0.299 0.397
H -7.559 10.260 3.709 -0.116 -0.231 0.172
H -6.190 10.796 4.654 0.220 0.149 -0.272
H -6.996 11.842 3.403 0.107 0.551 0.470
H -7.608 12.450 5.791 -0.102 -0.203 1.224
H -10.069 12.556 5.305 0.184 0.234 0.568
H -10.029 11.173 4.367 0.612 -0.494 -0.207
H -9.147 12.625 3.863 -0.007 -0.007 -0.237
H -9.243 10.578 6.638 -0.030 0.097 0.117
C -13.772 19.137 1.951 -1.025 -0.429 -0.200
C -12.380 18.584 2.191 0.081 -0.142 -0.027
C -12.093 17.357 1.340 -0.325 -0.890 -0.430
O -11.479 19.555 1.733 1.130 1.165 -0.759
H -14.002 19.042 0.890 0.016 0.038 -0.153
H -13.914 20.191 2.187 0.488 0.112 0.213
H -14.596 18.648 2.469 0.244 -0.372 0.157
H -12.115 18.488 3.244 -0.576 -0.751 0.231
H -12.820 16.553 1.454 -0.193 0.120 0.270
H -11.123 16.863 1.397 0.244 0.389 0.799
H -12.126 17.614 0.282 -0.307 0.389 -0.091
H -11.809 20.380 2.096 0.278 0.325 -0.068
C -6.151 8.652 -1.282 -0.479 1.084 0.748
C -5.207 8.246 -0.107 -2.809 0.129 -0.601
C -5.336 9.077 1.195 1.137 0.016 -1.744
O -5.641 6.940 0.241 1.063 -0.411 0.048
H -5.845 8.357 -2.286 0.399 0.092 0.104
H -6.319 9.727 -1.214 0.366 0.511 -0.545
H -7.179 8.305 -1.177 0.117 -0.556 0.429
H -4.213 8.314 -0.549 0.469 -0.243 0.619
H -4.433 8.758 1.717 -0.371 0.244 0.763
H -6.262 8.998 1.764 0.110 -0.485 -0.213
H -5.193 10.113 0.887 0.105 0.257 0.276
H -5.549 6.442 -0.575 -0.125 -0.566 0.087
C -9.684 9.182 -2.793 -0.533 0.219 0.063
C -9.966 10.331 -3.780 1.154 -0.384 1.002
C -8.682 11.121 -4.127 -0.574 -0.290 0.782
O -10.437 9.730 -4.913 -0.569 -1.017 -1.779
H -9.363 8.280 -3.315 0.599 0.295 -0.191
H -10.599 8.827 -2.318 -0.185 0.348 0.182
H -8.986 9.493 -2.016 0.085 -0.168 -0.010
H -10.774 10.958 -3.403 0.249 0.552 0.416
H -8.289 11.596 -3.228 -0.050 0.348 0.091
H -8.913 11.862 -4.893 0.188 0.109 -0.029
H -7.893 10.446 -4.458 -0.194 -0.109 -0.264
H -10.650 10.425 -5.541 -0.243 0.080 -0.187
C -12.624 13.673 -4.078 0.618 1.020 0.115
C -12.783 13.129 -5.487 -1.188 0.972 1.414
C -12.168 14.048 -6.499 -1.026 -0.168 -1.114
O -12.172 11.895 -5.519 0.461 -1.876 -0.457
H -11.550 13.832 -3.980 0.262 0.009 0.458
H -12.981 13.085 -3.232 -0.040 -0.441 -0.407
H -13.084 14.657 -3.980 -0.106 0.132 -0.107
H -13.855 12.970 -5.602 -0.199 0.330 -0.618
H -12.451 13.766 -7.514 0.008 -0.509 -0.084
H -11.083 13.946 -6.482 0.023 0.703 0.365
H -12.657 15.021 -6.444 0.824 0.459 0.425
H -12.866 11.293 -5.799 0.382 -0.559 0.002
C -9.903 10.717 1.129 1.977 1.279 -0.068
C -11.349 11.060 1.008 0.840 0.942 -0.974
C -11.618 11.818 -0.319 -1.446 -0.660 1.838
O -12.122 9.927 1.013 -0.827 -1.437 0.022
H -9.444 10.603 2.111 -0.660 -1.121 0.318
H -9.313 11.603 0.892 -0.066 0.553 -0.498
H -9.555 10.011 0.374 -0.239 -0.475 0.302
H -11.683 11.692 1.831 0.225 0.482 0.178
H -11.094 12.772 -0.262 0.003 -0.066 -0.655
H -12.688 11.959 -0.172 -0.230 0.728 -0.538
H -11.577 11.187 -1.207 0.835 0.196 0.009
H -11.677 9.323 1.613 -0.350 -0.438 0.048
```
Forces are in eV/Å.

Mulliken atomic charge list, values in e, 8 entries: 1.15 -0.96 2.82 -1.78 0.68 -1.28 2.45 1.54

=====

Here are the calculated F_max numbers, same order: 6.68 4.87 (eV/A).
Here are the calculated energy above the lowest of the compared OMol25 structures with the same formula, charge and spin numbers, same order: 272.2 63.2 (kJ/mol).